DFT (wB97M-V/def2-TZVPD) results for a 2-piece molecular cluster, C9H14 overall.

## Properties
ΔE to the lowest compared entry with this formula, charge and spin	8.3	kcal/mol
gap between HOMO and LUMO	10.1	eV
maximum force	1.04	eV/Å

Structure (ORCA input):
```
! RIJCOSX wB97M-V def2-TZVPD def2/J DEFGRID3
* xyz 0 1
C -1.074 -2.213 1.768
C -1.582 -0.789 -0.242
C -1.399 -0.887 1.137
C -1.613 0.449 -0.868
C -1.290 0.305 1.856
C -1.466 1.635 -0.164
C -1.322 1.533 1.214
H -1.752 -1.682 -0.834
H -1.770 0.423 -1.944
H -1.635 -2.401 2.689
H -0.031 -2.247 2.084
H -1.280 0.230 2.937
H -1.462 2.574 -0.694
H -1.015 2.387 1.805
H -1.214 -3.011 1.039
C 2.352 0.464 -2.254
C 2.589 0.451 -0.732
H 3.275 0.302 -2.800
H 1.664 -0.337 -2.519
H 1.925 1.429 -2.510
H 1.946 1.150 -0.194
H 3.621 0.761 -0.528
H 2.533 -0.524 -0.243
*
```



DFT (wB97M-V/def2-TZVPD) results for a 2-piece molecular cluster, C9H14 overall.

## Properties
ΔE to the lowest compared entry with this formula, charge and spin	5.0	kcal/mol
gap between HOMO and LUMO	10.1	eV
maximum force	1.28	eV/Å

Structure (ORCA input):
```
! RIJCOSX wB97M-V def2-TZVPD def2/J DEFGRID3
* xyz 0 1
C 1.843 -2.480 1.264
C 1.578 -3.608 0.294
H 2.821 -2.515 1.744
H 1.782 -1.519 0.766
H 1.107 -2.465 2.062
H 1.379 -4.578 0.758
H 2.342 -3.782 -0.463
H 0.674 -3.414 -0.291
C -1.634 3.322 0.793
C 0.158 1.673 0.153
C -1.139 2.137 0.012
C 0.641 0.635 -0.649
C -0.207 0.020 -1.536
C -1.961 1.557 -0.957
C -1.489 0.525 -1.736
H 0.755 2.053 0.974
H 1.638 0.292 -0.421
H -1.533 4.235 0.204
H -1.093 3.423 1.729
H 0.150 -0.804 -2.154
H -2.966 1.951 -1.067
H -2.138 0.067 -2.473
H -2.709 3.276 0.996
*
```



DFT (wB97M-V/def2-TZVPD) results for a 2-piece molecular cluster, C9H14 overall.

## Properties
ΔE to the lowest compared entry with this formula, charge and spin	15.7	kcal/mol
gap between HOMO and LUMO	9.9	eV
maximum force	1.67	eV/Å

Structure (ORCA input):
```
! RIJCOSX wB97M-V def2-TZVPD def2/J DEFGRID3
* xyz 0 1
C 0.114 -1.792 -1.875
C -0.822 2.400 -1.912
C 0.413 1.956 -1.431
C -1.824 1.495 -2.184
C 0.623 0.602 -1.274
C -1.501 0.134 -2.233
C -0.252 -0.324 -1.851
H -0.978 3.451 -2.017
H 1.103 2.657 -0.981
H -2.824 1.760 -2.494
H 1.462 0.284 -0.662
H -2.287 -0.565 -2.496
H -0.651 -2.352 -2.397
H 0.372 -2.070 -0.853
H 1.085 -1.875 -2.354
C 0.332 -1.357 3.164
C 1.172 -0.076 3.489
H 1.061 -2.168 3.167
H -0.285 -1.499 4.051
H -0.311 -1.354 2.291
H 0.508 0.528 4.110
H 1.470 0.524 2.637
H 2.020 -0.361 4.106
*
```



DFT (wB97M-V/def2-TZVPD) results for a 2-piece molecular cluster, C9H14 overall.

## Properties
ΔE to the lowest compared entry with this formula, charge and spin	11.6	kcal/mol
gap between HOMO and LUMO	10.0	eV
maximum force	1.39	eV/Å

Structure (ORCA input):
```
! RIJCOSX wB97M-V def2-TZVPD def2/J DEFGRID3
* xyz 0 1
C 1.799 2.616 1.210
C 1.924 0.314 -1.793
C 2.329 1.020 -0.661
C 0.608 0.334 -2.239
C 1.383 1.806 -0.005
C -0.331 1.014 -1.485
C 0.040 1.750 -0.373
H 2.684 -0.225 -2.343
H 3.373 0.979 -0.399
H 0.370 -0.311 -3.070
H -1.377 0.842 -1.717
H 1.393 2.153 2.108
H 1.325 3.558 1.104
H -0.596 2.474 0.123
H 2.872 2.692 1.341
C -1.740 -2.776 1.619
C -2.718 -2.408 0.471
H -1.083 -3.578 1.282
H -1.162 -1.899 1.894
H -2.309 -3.241 2.418
H -3.112 -1.398 0.487
H -3.504 -3.157 0.473
H -2.167 -2.561 -0.446
*
```



DFT (wB97M-V/def2-TZVPD) results for a 2-piece molecular cluster, C9H14 overall.

## Properties
ΔE to the lowest compared entry with this formula, charge and spin	18.9	kcal/mol
gap between HOMO and LUMO	10.0	eV
maximum force	1.99	eV/Å

Structure (ORCA input):
```
! RIJCOSX wB97M-V def2-TZVPD def2/J DEFGRID3
* xyz 0 1
C 0.006 1.543 -3.660
C 0.713 2.302 -2.510
H -1.027 1.314 -3.412
H 0.051 2.123 -4.586
H 0.433 0.542 -3.770
H 0.144 2.078 -1.608
H 0.620 3.371 -2.632
H 1.678 1.847 -2.317
C -1.994 -2.149 0.623
C -0.947 -0.191 1.793
C -0.835 -1.212 0.831
C 0.074 0.691 2.084
C 0.451 -1.523 0.427
C 1.290 0.513 1.440
C 1.490 -0.632 0.697
H -1.946 0.032 2.162
H 0.080 1.364 2.927
H -2.518 -1.916 -0.309
H -2.743 -2.138 1.407
H 0.666 -2.438 -0.105
H 2.047 1.280 1.392
H 2.500 -0.938 0.452
H -1.600 -3.156 0.579
*
```



DFT (wB97M-V/def2-TZVPD) results for a 2-piece molecular cluster, C9H14 overall.

## Properties
ΔE to the lowest compared entry with this formula, charge and spin	22.5	kcal/mol
gap between HOMO and LUMO	10.0	eV
maximum force	3.76	eV/Å

Structure (ORCA input):
```
! RIJCOSX wB97M-V def2-TZVPD def2/J DEFGRID3
* xyz 0 1
C -0.975 -0.381 -2.298
C -1.207 -1.877 -1.994
H -0.129 -0.126 -1.649
H -0.778 -0.227 -3.343
H -1.868 0.226 -1.921
H -2.282 -2.056 -2.167
H -0.919 -2.009 -0.931
H -0.627 -2.444 -2.677
C -1.479 1.501 1.314
C 0.840 1.349 0.186
C -0.085 0.854 1.179
C 2.155 0.767 0.151
C 2.488 -0.255 0.979
C 0.308 -0.209 2.024
C 1.578 -0.711 1.971
H 0.608 2.221 -0.375
H 2.808 1.280 -0.557
H -2.113 1.094 0.441
H -1.445 2.614 1.338
H 3.446 -0.595 0.935
H -0.413 -0.628 2.638
H 1.947 -1.567 2.512
H -1.859 1.179 2.244
*
```



DFT (wB97M-V/def2-TZVPD) results for a 2-piece molecular cluster, C9H14 overall.

## Properties
ΔE to the lowest compared entry with this formula, charge and spin	23.3	kcal/mol
gap between HOMO and LUMO	10.2	eV
maximum force	3.02	eV/Å

Structure (ORCA input):
```
! RIJCOSX wB97M-V def2-TZVPD def2/J DEFGRID3
* xyz 0 1
C 0.040 -0.942 -3.490
C 1.802 -0.582 0.274
C 2.605 -0.293 -0.824
C 0.451 -0.788 0.284
C 1.991 -0.443 -2.070
C -0.137 -1.022 -1.004
C 0.656 -0.783 -2.110
H 2.285 -0.438 1.245
H 3.549 0.202 -0.688
H -0.149 -0.682 1.169
H 2.620 -0.334 -2.945
H -1.212 -0.979 -1.122
H -0.152 -1.940 -3.888
H 0.767 -0.560 -4.215
H -0.845 -0.371 -3.811
C -1.997 0.853 3.541
C -1.569 1.633 2.272
H -2.946 0.339 3.405
H -1.238 0.097 3.756
H -2.060 1.521 4.389
H -0.633 2.197 2.301
H -1.428 0.998 1.404
H -2.399 2.317 2.128
*
```



DFT (wB97M-V/def2-TZVPD) results for a 2-piece molecular cluster, C9H14 overall.

## Properties
ΔE to the lowest compared entry with this formula, charge and spin	9.5	kcal/mol
gap between HOMO and LUMO	10.0	eV
maximum force	1.36	eV/Å

Structure (ORCA input):
```
! RIJCOSX wB97M-V def2-TZVPD def2/J DEFGRID3
* xyz 0 1
C -0.213 0.079 2.719
C -0.687 -1.865 1.173
C -0.786 -0.520 1.469
C -1.379 -2.382 0.081
C -1.591 0.333 0.699
C -2.231 -1.568 -0.626
C -2.334 -0.205 -0.337
H 0.024 -2.417 1.764
H -1.314 -3.440 -0.158
H -0.891 0.783 3.210
H 0.743 0.593 2.553
H -1.546 1.401 0.853
H -2.853 -1.951 -1.420
H -3.114 0.370 -0.809
H 0.017 -0.655 3.510
C 2.268 1.387 -2.586
C 2.284 1.433 -1.058
H 1.973 0.394 -2.943
H 1.528 2.087 -2.959
H 3.255 1.592 -3.004
H 2.771 2.373 -0.786
H 2.810 0.583 -0.617
H 1.265 1.596 -0.729
*
```



DFT (wB97M-V/def2-TZVPD) results for a 2-piece molecular cluster, C9H14 overall.

## Properties
ΔE to the lowest compared entry with this formula, charge and spin	50.9	kcal/mol
gap between HOMO and LUMO	10.0	eV
maximum force	4.90	eV/Å

Structure (ORCA input):
```
! RIJCOSX wB97M-V def2-TZVPD def2/J DEFGRID3
* xyz 0 1
C -0.906 -2.380 -0.064
C -0.827 -1.887 1.396
H -0.155 -1.862 -0.766
H -0.657 -3.413 -0.011
H -2.000 -2.221 -0.451
H -0.122 -1.059 1.703
H -0.477 -2.801 1.897
H -1.869 -1.673 1.802
C 1.097 0.682 -2.452
C -0.642 1.571 -0.716
C 0.621 1.038 -1.053
C -0.839 1.900 0.609
C 1.508 0.675 -0.041
C 0.065 1.699 1.618
C 1.256 1.130 1.242
H -1.284 2.047 -1.535
H -1.903 2.246 0.807
H 1.936 1.255 -2.943
H 0.229 0.851 -3.156
H 2.064 -0.134 -0.172
H -0.278 1.714 2.602
H 1.940 0.933 2.180
H 1.244 -0.310 -2.498
*
```



DFT (wB97M-V/def2-TZVPD) results for a 2-piece molecular cluster, C9H14 overall.

## Properties
ΔE to the lowest compared entry with this formula, charge and spin	11.8	kcal/mol
gap between HOMO and LUMO	9.9	eV
maximum force	1.66	eV/Å

Structure (ORCA input):
```
! RIJCOSX wB97M-V def2-TZVPD def2/J DEFGRID3
* xyz 0 1
C 1.800 -0.245 2.334
C -0.312 0.889 -0.665
C -0.745 2.113 -0.155
C 0.414 0.053 0.166
C 0.818 0.458 1.432
C -0.593 2.420 1.183
C 0.220 1.597 1.964
H -0.630 0.567 -1.645
H -1.335 2.771 -0.768
H 0.632 -0.945 -0.198
H -1.019 3.342 1.559
H 2.291 -1.100 1.884
H 1.253 -0.640 3.202
H 0.342 1.806 3.022
H 2.455 0.491 2.795
C -0.257 -3.226 -2.844
C -1.297 -2.235 -2.352
H 0.430 -2.774 -3.574
H 0.465 -3.541 -2.117
H -0.697 -4.061 -3.389
H -2.039 -2.767 -1.767
H -1.775 -1.722 -3.188
H -0.861 -1.421 -1.782
*
```